7
Properties=species:S:1:pos:R:3:forces:R:3:mulliken_charge:R:1 method="wB97M-V/def2-TZVPD" multiplicity=3 e_homo_ha="-0.326 / -0.391" relative_energy_kj_mol=69.8 lumo_energy_ev="-0.41 / -2.06" homo_lumo_gap_ev="8.5 / 8.6"
N 0.28914 -1.31925 -1.57230 -1.20 -0.66 -1.03 0.26
N -0.03382 -1.70516 0.84463 -2.41 3.02 1.16 0.89
O 0.65640 -2.61225 0.61789 1.86 -3.02 -0.22 -0.51
O 0.13118 -1.32703 -2.76395 0.05 0.11 -0.73 -0.36
O -0.80738 -1.55841 1.79347 0.59 -0.12 -0.51 -0.57
P 0.13168 -0.28608 -0.30403 4.86 -0.09 1.35 0.20
H -0.92230 0.35167 0.10936 -3.76 0.76 -0.03 0.09

8
Properties=species:S:1:pos:R:3:forces:R:3:mulliken_charge:R:1 method="wB97M-V/def2-TZVPD" e_homo_ha=-0.176 relative_energy_kj_mol=153.5 lumo_energy_ev=4.07 total_charge=-1 homo_lumo_gap_ev=8.9
N 0.07088 -0.07406 -0.41315 0.07 0.08 0.13 -0.48
N 1.29371 0.19953 -0.87698 0.68 -1.24 0.40 1.07
O -1.41780 1.95147 0.06763 -0.12 0.16 -0.46 -0.59
O 2.25794 -0.50386 -0.45698 -0.85 1.23 -0.34 -0.68
O 1.40229 1.06832 -1.76181 0.54 -1.07 0.84 -0.63
O -2.35160 0.46836 -1.63457 0.39 -0.14 0.13 -0.56
S -1.19190 1.26218 -1.21631 -1.20 0.38 1.10 0.62
H 0.03016 -0.44564 0.58007 0.50 0.59 -1.79 0.25

10
Properties=species:S:1:pos:R:3:forces:R:3:mulliken_charge:R:1 method="wB97M-V/def2-TZVPD" e_homo_ha="-0.204 / -0.183" relative_energy_kj_mol=0.0 lumo_energy_ev="1.12 / 3.05" total_charge=-1 homo_lumo_gap_ev="6.7 / 8.0"
N 1.97252 -1.06835 0.59070 -0.47 0.74 -0.43 -0.53
N -0.87660 0.15452 -0.68485 -0.84 -0.25 -0.72 -0.37
O -1.46050 1.80459 1.04613 0.37 -0.79 -0.33 -0.61
O 3.24618 1.01736 0.20973 -0.73 0.73 0.35 -0.64
O 1.48340 0.36745 -1.36664 -0.65 0.30 -0.22 -0.57
O -0.23661 2.56389 -0.90088 0.07 -0.57 -0.08 -0.56
O 0.88271 1.21200 0.87007 -1.48 1.20 -0.36 -0.22
S 1.97081 0.37753 -0.00491 3.74 -3.48 0.02 0.98
S -0.47252 1.51156 0.03388 -0.40 2.85 1.42 1.22
H -0.46830 -0.61854 -0.18663 0.40 -0.74 0.35 0.31

4
Properties=species:S:1:pos:R:3:forces:R:3:mulliken_charge:R:1 method="wB97M-V/def2-TZVPD" e_homo_ha="-0.405 / -0.375" relative_energy_kj_mol=539.4 lumo_energy_ev="-0.27 / -0.28" homo_lumo_gap_ev="10.8 / 9.9"
N 0.94714 -2.32483 0.90286 -2.06 -2.28 0.86 0.07
N 1.88322 -1.59789 1.00083 2.65 1.34 1.59 0.10
N 1.25443 -1.56421 -0.22905 -0.66 0.96 -2.30 -0.17
H -0.40102 0.09138 0.35519 0.07 -0.03 -0.14 0.00

5
Properties=species:S:1:pos:R:3:forces:R:3:mulliken_charge:R:1 method="wB97M-V/def2-TZVPD" e_homo_ha="-0.322 / -0.322" relative_energy_kj_mol=589.0 lumo_energy_ev="-0.85 / -0.85" homo_lumo_gap_ev="7.9 / 7.9"
N 1.31433 -1.74176 0.21320 2.26 -1.92 -5.79 -0.57
N 2.06575 -0.77066 -0.20488 -1.71 -0.45 2.24 0.32
N 2.48602 0.23175 0.15508 -0.18 -1.39 0.08 0.51
O 3.08253 1.19427 -0.04871 2.25 4.55 -0.26 -0.56
H 1.87238 -2.13760 -1.02782 -2.62 -0.79 3.74 0.29

7
Properties=species:S:1:pos:R:3:forces:R:3:mulliken_charge:R:1 method="wB97M-V/def2-TZVPD" e_homo_ha=-0.434 relative_energy_kj_mol=28.9 lumo_energy_ev=0.37 homo_lumo_gap_ev=12.2 smiles="O=[N+]([O-])O.N#N"
O 1.28762 1.21413 1.07815 1.54 0.38 1.41 -0.53
N 0.75649 0.77458 0.13789 -2.05 0.77 -1.05 1.00
O -0.36497 1.01972 -0.26364 -0.13 0.77 0.15 -0.55
O 1.39308 -0.11062 -0.65611 0.63 -0.81 0.16 -0.35
H 0.58536 -0.48581 -1.04421 0.31 -0.46 -0.75 0.44
N -2.27045 -1.23720 0.67487 -2.61 -0.15 1.76 -0.20
N -1.38713 -1.17480 0.07305 2.32 -0.51 -1.68 0.18

6
Properties=species:S:1:pos:R:3:forces:R:3:mulliken_charge:R:1 method="wB97M-V/def2-TZVPD" multiplicity=3 e_homo_ha="-0.231 / -0.394" relative_energy_kj_mol=171.5 lumo_energy_ev="0.79 / -1.85" homo_lumo_gap_ev="7.1 / 8.9"
N -0.70907 -0.48614 0.64490 -1.31 0.20 3.21 -0.14
N -0.28992 -1.44542 0.05474 0.97 -0.15 -2.09 -0.13
N -0.39616 0.71444 0.29056 1.32 1.85 -2.29 0.16
O 0.62478 0.71726 -0.79363 -2.00 0.97 2.40 -0.24
S 0.92517 -0.88883 -1.20677 1.23 -2.68 -1.36 0.06
H -0.15480 1.38870 1.01020 -0.23 -0.19 0.12 0.28

6
Properties=species:S:1:pos:R:3:forces:R:3:mulliken_charge:R:1 method="wB97M-V/def2-TZVPD" multiplicity=3 e_homo_ha="-0.287 / -0.380" relative_energy_kj_mol=0.0 lumo_energy_ev="0.80 / -0.81" homo_lumo_gap_ev="8.6 / 9.5"
N 0.96942 -1.27932 0.07313 -2.27 -0.14 0.36 0.75
N 2.04945 -1.46507 -0.07329 4.06 -3.36 -0.16 -0.40
N -0.01857 -0.63851 0.01837 -5.09 2.59 0.29 -0.58
O 1.92924 1.30891 -0.21210 -1.01 0.95 -0.28 -0.34
S 3.08649 0.47629 0.10933 2.03 0.84 0.32 0.30
H -0.97204 -0.72384 0.47749 2.29 -0.88 -0.53 0.28

9
Properties=species:S:1:pos:R:3:forces:R:3:mulliken_charge:R:1 method="wB97M-V/def2-TZVPD" e_homo_ha="-0.200 / -0.200" relative_energy_kj_mol=170.9 lumo_energy_ev="2.71 / 2.71" total_charge=-1 homo_lumo_gap_ev="8.1 / 8.1"
N 0.86840 -1.10294 0.57699 -1.94 -0.45 -3.66 -0.34
N -0.07606 0.04396 -1.07018 3.80 0.73 1.06 -0.69
N 1.23010 -0.20438 1.32821 0.25 3.42 1.25 1.20
N -1.37564 0.02251 -1.03095 0.62 -0.28 -1.14 1.17
O 1.13998 1.04505 1.28030 0.13 -1.37 -0.20 -0.64
O -1.88870 -1.08629 -0.98014 -1.02 -0.42 0.65 -0.67
O 1.74627 -0.83222 2.28273 0.71 -0.41 1.16 -0.65
O -1.98058 1.06909 -1.23596 -1.07 0.88 0.18 -0.69
H 0.33624 1.04522 -1.15101 -1.49 -2.10 0.71 0.30

3
Properties=species:S:1:pos:R:3:forces:R:3:mulliken_charge:R:1 method="wB97M-V/def2-TZVPD" e_homo_ha=-0.335 relative_energy_kj_mol=26.0 lumo_energy_ev=-0.07 homo_lumo_gap_ev=9.0 smiles="N=O"
N 0.05586 0.54635 0.00000 2.52 3.27 0.00 0.04
O 0.05586 -0.61939 0.00000 -1.64 -1.71 0.00 -0.23
H -0.83789 1.13070 0.00000 -0.88 -1.56 0.00 0.19

6
Properties=species:S:1:pos:R:3:forces:R:3:mulliken_charge:R:1 method="wB97M-V/def2-TZVPD" e_homo_ha=-0.119 relative_energy_kj_mol=183.8 lumo_energy_ev=4.03 total_charge=-1 homo_lumo_gap_ev=7.3 smiles="[O-][S@]12=N[P@@H]=1O2"
O 0.39878 -1.52436 3.56583 -0.84 -0.88 0.89 -0.57
S 1.41119 -1.48882 2.53231 1.06 2.72 1.41 0.40
N 1.23232 0.03117 1.78133 0.42 -3.32 -1.35 -0.49
P 0.89257 -0.89867 0.35279 -2.55 3.55 -1.47 -0.01
O 0.91828 -2.26719 1.16303 0.25 -2.54 0.80 -0.26
H -0.76199 -0.94532 0.29174 1.66 0.47 -0.28 -0.07

5
Properties=species:S:1:pos:R:3:forces:R:3:mulliken_charge:R:1 method="wB97M-V/def2-TZVPD" e_homo_ha="-0.331 / -0.347" relative_energy_kj_mol=231.7 lumo_energy_ev="-2.03 / -1.69" homo_lumo_gap_ev="7.0 / 7.8"
N 0.93178 -1.20451 0.38770 -4.05 -1.25 3.01 -0.06
O 1.86388 -0.85487 -0.39528 1.57 0.33 -3.60 -0.06
S -0.63176 -1.79120 -0.14658 3.15 1.16 1.06 -0.10
S 3.10432 0.02030 0.13379 0.58 0.36 0.48 -0.08
H 1.25114 -0.94126 1.36928 -1.25 -0.59 -0.95 0.31

4
Properties=species:S:1:pos:R:3:forces:R:3:mulliken_charge:R:1 method="wB97M-V/def2-TZVPD" e_homo_ha="-0.084 / -0.081" relative_energy_kj_mol=266.2 lumo_energy_ev="1.92 / 1.89" total_charge=-1 homo_lumo_gap_ev="4.2 / 4.1"
O 1.95128 2.41140 -0.92081 -0.87 -0.67 0.35 -0.36
O -0.97823 -1.68664 0.79827 -1.85 -1.02 -0.58 -1.07
S 0.85291 1.48654 -0.45091 0.75 0.44 -0.26 0.32
H -1.82595 -2.21130 0.57345 1.97 1.24 0.49 0.12

5
Properties=species:S:1:pos:R:3:forces:R:3:mulliken_charge:R:1 method="wB97M-V/def2-TZVPD" multiplicity=2 e_homo_ha="-0.356 / -0.340" relative_energy_kj_mol=247.5 lumo_energy_ev="-0.69 / -2.25" homo_lumo_gap_ev="9.0 / 7.0"
Zn -0.18232 0.00232 -0.33328 2.60 0.45 0.81 0.47
S 1.96481 0.11805 0.40342 -0.98 -0.26 -0.70 -0.15
O -1.75529 0.83116 0.13835 -0.79 0.29 -0.22 -0.38
O -1.99505 -0.64689 0.08572 -0.75 -0.60 0.07 -0.32
H -2.65260 -0.74809 -0.61474 -0.07 0.12 0.04 0.38

8
Properties=species:S:1:pos:R:3:forces:R:3:mulliken_charge:R:1 method="wB97M-V/def2-TZVPD" e_homo_ha=-0.136 relative_energy_kj_mol=576.7 lumo_energy_ev=2.73 total_charge=-1 homo_lumo_gap_ev=6.4
O 1.01177 1.74324 -0.88196 1.02 1.26 -1.29 -0.47
O 2.16497 -0.77165 0.35706 -3.95 0.39 1.70 -0.75
O -2.72974 -1.05170 -1.35968 -1.61 -2.25 -1.94 -0.52
P -2.07579 -0.06239 -0.53854 1.25 1.99 2.83 0.24
P -1.55634 -0.69783 1.48930 -0.19 0.33 -0.64 -0.15
S -0.15460 0.91934 1.57036 -0.34 -0.86 -1.10 -0.16
S 0.51740 0.49244 -0.40469 1.05 -1.69 2.97 0.58
H 2.82234 -0.57144 -0.23184 2.75 0.83 -2.53 0.23

9
Properties=species:S:1:pos:R:3:forces:R:3:mulliken_charge:R:1 method="wB97M-V/def2-TZVPD" e_homo_ha=-0.363 relative_energy_kj_mol=83.4 lumo_energy_ev=-0.60 homo_lumo_gap_ev=9.3
O 0.16795 0.47635 1.22596 -1.23 -0.50 -1.55 -0.46
O -1.96486 -0.49089 0.22065 -0.64 -1.98 -0.22 -0.48
O -1.41491 1.92086 0.00961 0.06 -2.44 -0.45 -0.49
O 0.03258 0.07323 -1.05725 -0.12 0.67 0.10 -0.29
P 1.57472 -0.21576 -0.21210 -0.43 0.18 0.14 0.63
S 2.72256 1.30626 -0.36216 -0.42 -1.12 -0.01 -0.27
S 1.61123 -2.12456 -0.01405 0.39 0.86 0.00 -0.31
S -0.85365 0.60133 0.10909 1.64 0.62 1.64 1.25
H -1.87564 -1.54681 0.08024 0.74 3.71 0.35 0.42

8
Properties=species:S:1:pos:R:3:forces:R:3:mulliken_charge:R:1 method="wB97M-V/def2-TZVPD" e_homo_ha=-0.194 relative_energy_kj_mol=88.6 lumo_energy_ev=3.70 total_charge=-1 homo_lumo_gap_ev=9.0
O -1.23834 -1.84416 -0.11399 0.90 -0.25 0.26 -0.41
O -1.52412 0.76938 0.46548 0.97 0.67 1.09 -0.58
O 1.19628 -0.22203 -0.30557 -0.84 -2.84 0.23 -0.74
O -3.49794 -0.56657 0.20187 -1.46 -0.82 0.93 -0.50
O 0.79238 -3.09306 -0.28972 0.38 0.43 -0.25 -0.50
S -2.22855 -0.19873 -0.32335 -0.20 1.05 -2.57 0.64
S 0.21842 -1.93499 0.36412 0.77 1.04 0.17 0.74
H 0.43983 0.35506 -0.24329 -0.52 0.71 0.13 0.35

10
Properties=species:S:1:pos:R:3:forces:R:3:mulliken_charge:R:1 method="wB97M-V/def2-TZVPD" e_homo_ha=-0.394 relative_energy_kj_mol=99.8 lumo_energy_ev=-1.76 homo_lumo_gap_ev=9.0
O -4.29052 0.97475 1.28506 -0.25 0.04 0.40 -0.59
O -1.36406 -1.63236 -0.09894 0.10 -0.40 0.13 -0.14
O -3.70451 -0.98201 -0.27134 -0.55 0.33 -0.06 -0.23
O -3.72824 1.59262 -1.21761 0.15 -0.48 -0.28 -0.58
O -1.93940 0.74190 0.42280 -0.87 0.25 0.01 -0.16
O 0.31649 0.17238 0.38164 0.20 0.07 0.56 -0.40
P -2.81939 -2.16519 0.03911 0.29 0.48 -0.30 0.41
P -0.94172 0.02897 -0.57477 0.42 -0.25 -0.57 0.38
P -3.55108 0.89087 0.04366 0.13 0.01 0.41 0.96
H 1.16468 -0.01411 -0.01559 0.37 -0.05 -0.30 0.34

7
Properties=species:S:1:pos:R:3:forces:R:3:mulliken_charge:R:1 method="wB97M-V/def2-TZVPD" e_homo_ha="-0.299 / -0.324" relative_energy_kj_mol=226.7 lumo_energy_ev="-2.05 / -1.52" homo_lumo_gap_ev="6.1 / 7.3"
P -0.86146 -1.32184 2.03939 0.84 0.52 -0.88 0.04
S -1.63285 0.47335 -2.73151 1.25 -0.49 0.07 -0.08
S 0.13518 0.46140 1.45774 0.32 -0.56 -0.32 -0.03
S 0.20100 -0.26716 -2.63512 -0.51 1.55 0.57 0.07
S 1.70770 -0.06896 0.17648 -0.12 0.06 0.49 -0.01
S 1.47282 1.15331 -1.38516 -0.92 -1.09 -1.12 -0.04
H -1.02240 -0.43010 3.07818 -0.86 0.01 1.18 0.04

2
Properties=species:S:1:pos:R:3:forces:R:3:mulliken_charge:R:1 method="wB97M-V/def2-TZVPD" multiplicity=2 e_homo_ha="-0.374 / -0.357" lumo_energy_ev="1.15 / -2.52" homo_lumo_gap_ev="11.3 / 7.2"
S -0.12815 -0.63667 0.16468 -0.01 -0.05 0.01 -0.16
H 0.12815 0.63667 -0.16468 0.01 0.05 -0.01 0.16